Formula: C4H8O
Source: OMol25
Level of theory: ωB97M-V/def2-TZVPD

```
13
C4H8O (ωB97M-V/def2-TZVPD)
C -0.49 0.92 -1.02
C -1.05 -0.24 -1.16
C -1.37 0.47 0.12
H 0.14 1.70 -1.41
H -1.21 -1.13 -1.75
H -0.91 0.13 1.05
H -2.35 0.92 0.25
H 0.20 -2.08 0.77
H -0.41 -2.34 0.43
C 1.86 0.42 0.67
O 1.63 -0.44 1.48
H 2.40 0.21 -0.27
H 1.56 1.47 0.84
```

Values from the calculation:
**Energy relative to the best compared isomer or geometry (same formula, charge and spin)**: 446.1 kJ/mol
**HOMO energy**: -9.7 eV
**Structure (SMILES)**: C1=CC1.[H][H].C=O
**Molecular weight**: 72.11 g mol⁻¹
**Kohn-Sham gap**: 10.40 eV



Formula: C4H8O
Source: OMol25
Level of theory: ωB97M-V/def2-TZVPD

```
13
C4H8O (ωB97M-V/def2-TZVPD)
C -0.63 -1.46 -2.25
C -0.55 -0.49 -1.53
C -0.37 0.71 -0.65
C -1.63 1.03 0.23
H -0.86 -2.27 -2.92
H -0.03 1.49 -1.35
H 0.52 0.35 -0.09
H -1.46 1.88 0.91
H -1.97 0.16 0.81
H -2.44 1.31 -0.48
O 3.08 -1.30 2.44
H 3.85 -0.81 2.09
H 2.49 -0.60 2.80
```

Values from the calculation:
**Energy relative to the best compared isomer or geometry (same formula, charge and spin)**: 209.6 kJ/mol
**HOMO energy**: -9.8 eV
**Structure (SMILES)**: C#CCC.O
**Molecular weight**: 72.11 g mol⁻¹
**Kohn-Sham gap**: 10.53 eV



Formula: C4H8O
Source: OMol25
Level of theory: ωB97M-V/def2-TZVPD

```
13
C4H8O (ωB97M-V/def2-TZVPD)
C 0.16 -0.73 -1.77
C 0.43 -0.58 -0.22
C 0.04 0.76 0.36
C -0.55 0.75 1.80
O -1.29 0.96 0.71
H 0.66 0.15 -2.17
H -0.95 -0.87 -1.93
H 0.77 -1.53 -2.12
H -0.24 -1.29 0.31
H 1.49 -0.65 0.07
H 0.49 1.69 0.17
H -0.49 1.61 2.48
H -0.52 -0.29 2.31
```

Values from the calculation:
**Energy relative to the best compared isomer or geometry (same formula, charge and spin)**: 197.3 kJ/mol
**HOMO energy**: -9.9 eV
**Structure (SMILES)**: CC[C@@H]1CO1
**Molecular weight**: 72.11 g mol⁻¹
**Kohn-Sham gap**: 11.13 eV



Formula: C4H8O
Source: OMol25
Level of theory: ωB97M-V/def2-TZVPD

```
13
C4H8O (ωB97M-V/def2-TZVPD)
C 1.50 -0.04 -0.98
C 0.56 0.07 0.29
C -0.85 -0.26 -0.02
C -1.75 0.11 1.17
O -2.88 -0.05 0.99
H 2.53 -0.43 -0.77
H 1.56 0.95 -1.42
H 1.03 -0.70 -1.71
H 0.65 1.25 0.63
H 1.12 -0.29 1.16
H -0.96 -1.39 -0.19
H -1.29 0.01 -1.00
H -1.22 0.75 1.84
```

Values from the calculation:
**Energy relative to the best compared isomer or geometry (same formula, charge and spin)**: 167.5 kJ/mol
**HOMO energy**: -9.6 eV
**Structure (SMILES)**: CCCC=O
**Molecular weight**: 72.11 g mol⁻¹
**Kohn-Sham gap**: 10.68 eV



Formula: C4H8O
Source: OMol25
Level of theory: ωB97M-V/def2-TZVPD

```
13
C4H8O (ωB97M-V/def2-TZVPD)
C 2.13 1.11 -1.26
C 1.86 0.58 -0.02
C 0.54 0.59 0.47
C -1.91 -1.28 0.56
O -2.94 -0.68 -0.09
H 2.92 0.64 -1.86
H 1.55 1.98 -1.69
H -0.37 0.94 0.05
H 0.22 0.08 1.46
H -2.12 -2.00 1.40
H 2.69 0.10 0.36
H -0.93 -1.37 0.08
H -3.64 -0.69 0.53
```

Values from the calculation:
**Energy relative to the best compared isomer or geometry (same formula, charge and spin)**: 30.0 kJ/mol
**HOMO energy (alpha / beta)**: -7.3 / -10.1 eV
**Multiplicity**: 3
**Molecular weight**: 72.11 g mol⁻¹
**Kohn-Sham gap (alpha / beta)**: 8.26 / 10.09 eV



Formula: C4H8O2
Source: OMol25
Level of theory: ωB97M-V/def2-TZVPD

```
14
C4H8O2 (ωB97M-V/def2-TZVPD)
C -0.54 -0.19 0.25
C -1.01 0.90 0.83
C -2.49 1.25 0.92
H 0.48 -0.28 -0.10
H -1.18 -0.99 -0.12
H -0.36 1.65 1.29
H -2.97 0.53 0.26
H -2.88 1.10 1.93
H -2.64 2.27 0.59
O 2.43 -2.49 -1.50
C 2.40 -1.42 -0.94
O 2.84 -0.27 -1.53
H 2.31 -1.50 0.14
H 3.63 -0.56 -2.00
```

Values from the calculation:
**Energy relative to the best compared isomer or geometry (same formula, charge and spin)**: 204.8 kJ/mol
**HOMO energy**: -9.7 eV
**Structure (SMILES)**: C=CC.O=CO
**Molecular weight**: 88.11 g mol⁻¹
**Kohn-Sham gap**: 10.48 eV



Formula: C4H8O2
Source: OMol25
Level of theory: ωB97M-V/def2-TZVPD

```
14
C4H8O2 (ωB97M-V/def2-TZVPD)
O 0.48 -0.61 -1.52
C 1.30 0.16 -0.65
C 0.43 0.73 0.48
C -0.98 0.86 -0.04
C -0.64 -0.20 0.97
O -0.57 -1.58 0.52
H 0.06 -1.27 -0.85
H 1.80 0.97 -1.20
H 2.07 -0.51 -0.26
H 0.91 1.42 1.18
H -0.80 0.41 -1.08
H -1.67 1.68 0.20
H -0.94 -0.19 2.01
H -1.46 -1.87 0.25
```

Values from the calculation:
**Energy relative to the best compared isomer or geometry (same formula, charge and spin)**: 268.9 kJ/mol
**HOMO energy**: -9.6 eV
**Structure (SMILES)**: OC[C@H]1C[C@H]1O
**Molecular weight**: 88.11 g mol⁻¹
**Kohn-Sham gap**: 10.45 eV



Formula: C4H8O2
Source: OMol25
Level of theory: ωB97M-V/def2-TZVPD

```
14
C4H8O2 (ωB97M-V/def2-TZVPD)
C -1.70 0.04 0.72
O 0.03 1.04 -0.45
C 1.20 0.66 0.27
C 1.23 -0.72 -0.39
C -0.08 -0.24 -1.04
O -1.25 -0.77 -0.53
H -2.60 0.50 0.33
H -1.19 0.86 1.30
H -1.81 -0.78 1.39
H 1.09 0.66 1.37
H 1.97 1.36 -0.03
H 1.09 -1.58 0.27
H 2.08 -0.89 -1.06
H -0.07 -0.14 -2.14
```

Values from the calculation:
**Energy relative to the best compared isomer or geometry (same formula, charge and spin)**: 326.2 kJ/mol
**HOMO energy**: -9.6 eV
**Molecular weight**: 88.11 g mol⁻¹
**Kohn-Sham gap**: 10.67 eV



Formula: C4H8O2
Source: OMol25
Level of theory: ωB97M-V/def2-TZVPD

```
14
C4H8O2 (ωB97M-V/def2-TZVPD)
C 0.26 0.18 1.55
C 0.24 -0.23 0.06
C 1.48 0.28 -0.65
O 2.07 1.28 -0.32
C -0.90 0.33 -0.85
O -1.53 -0.66 -1.64
H 1.29 0.35 1.87
H -0.17 -0.60 2.19
H -0.28 1.11 1.74
H 0.20 -1.32 -0.04
H 1.76 -0.28 -1.57
H -1.63 0.91 -0.25
H -0.48 1.04 -1.57
H -2.14 -1.15 -1.09
```

Values from the calculation:
**Energy relative to the best compared isomer or geometry (same formula, charge and spin)**: 142.3 kJ/mol
**HOMO energy**: -9.8 eV
**Structure (SMILES)**: C[C@H](C=O)CO
**Molecular weight**: 88.11 g mol⁻¹
**Kohn-Sham gap**: 10.55 eV



Formula: C4H8O2
Source: OMol25
Level of theory: ωB97M-V/def2-TZVPD

```
14
C4H8O2 (ωB97M-V/def2-TZVPD)
C 0.49 0.34 0.59
C 1.74 -0.34 0.17
C -0.81 0.05 0.03
C -1.03 -1.12 -0.64
O 0.12 1.60 -0.74
O -1.84 0.71 0.67
H -0.45 2.30 -0.39
H -2.67 0.48 0.23
H 0.46 0.72 1.62
H 1.94 -1.21 0.79
H 1.72 -0.63 -0.88
H 2.57 0.37 0.29
H -0.22 -1.73 -1.01
H -2.03 -1.52 -0.74
```

Values from the calculation:
**Energy relative to the best compared isomer or geometry (same formula, charge and spin)**: 381.3 kJ/mol
**HOMO energy**: -7.9 eV
**Molecular weight**: 88.11 g mol⁻¹
**Kohn-Sham gap**: 8.58 eV



Formula: C4H8O2
Source: OMol25
Level of theory: ωB97M-V/def2-TZVPD

```
14
C4H8O2 (ωB97M-V/def2-TZVPD)
C -0.38 -0.70 -1.92
C -0.95 -0.06 -0.90
C -0.60 -0.32 0.53
C 0.40 0.72 1.08
O 1.49 0.91 0.21
O 0.90 0.32 2.32
H 0.32 -1.52 -1.75
H -0.59 -0.45 -2.96
H -1.66 0.74 -1.10
H -0.14 -1.31 0.63
H -1.49 -0.30 1.18
H -0.11 1.68 1.26
H 1.22 0.61 -0.68
H 1.59 -0.32 2.12
```

Values from the calculation:
**Energy relative to the best compared isomer or geometry (same formula, charge and spin)**: 131.5 kJ/mol
**HOMO energy**: -9.9 eV
**Structure (SMILES)**: C=CCC(O)O
**Molecular weight**: 88.11 g mol⁻¹
**Kohn-Sham gap**: 10.89 eV



Formula: C4H8O2
Source: OMol25
Level of theory: ωB97M-V/def2-TZVPD

```
14
C4H8O2 (ωB97M-V/def2-TZVPD)
C 0.82 -1.35 1.39
C -0.08 -0.26 0.83
C 0.49 0.39 -0.40
O 1.54 0.08 -0.91
C -0.31 1.57 -1.01
O 0.03 2.13 -2.01
H 0.92 -2.18 0.68
H 0.42 -1.75 2.33
H 1.82 -0.96 1.58
H -0.25 0.53 1.58
H -1.09 -0.66 0.61
H -1.23 1.85 -0.45
H -1.68 0.07 -1.85
H -1.40 0.53 -2.36
```

Values from the calculation:
**Energy relative to the best compared isomer or geometry (same formula, charge and spin)**: 262.8 kJ/mol
**HOMO energy**: -9.7 eV
**Structure (SMILES)**: CCC(=O)C=O.[H][H]
**Molecular weight**: 88.11 g mol⁻¹
**Kohn-Sham gap**: 9.34 eV



Formula: C4H8O2
Source: OMol25
Level of theory: ωB97M-V/def2-TZVPD

```
14
C4H8O2 (ωB97M-V/def2-TZVPD)
C 1.80 -0.32 0.66
O 0.71 0.51 0.96
C -0.09 0.57 -0.19
C -0.68 -0.79 -0.69
O -1.91 -0.53 -0.03
C -1.56 0.85 0.14
H 2.34 -0.53 1.59
H 1.41 -1.24 0.23
H 2.48 0.14 -0.08
H 0.39 1.21 -0.94
H -0.30 -1.78 -0.40
H -0.76 -0.79 -1.78
H -1.78 1.22 1.15
H -2.05 1.47 -0.62
```

Values from the calculation:
**Energy relative to the best compared isomer or geometry (same formula, charge and spin)**: 260.4 kJ/mol
**HOMO energy**: -9.8 eV
**Molecular weight**: 88.11 g mol⁻¹
**Kohn-Sham gap**: 10.87 eV



Formula: C4H8O2
Source: OMol25
Level of theory: ωB97M-V/def2-TZVPD

```
14
C4H8O2 (ωB97M-V/def2-TZVPD)
C 0.98 0.76 -0.98
C 0.46 0.00 0.27
O 1.49 -0.74 0.83
C -0.76 0.34 1.33
C -0.91 -0.55 0.16
O -1.74 -0.10 -0.86
H 2.05 0.99 -0.94
H 0.42 1.68 -1.17
H 0.84 0.15 -1.89
H 1.16 -0.84 1.73
H -1.07 -0.19 2.26
H -1.13 1.36 1.36
H -0.95 -1.61 0.41
H -1.65 -0.73 -1.58
```

Values from the calculation:
**Energy relative to the best compared isomer or geometry (same formula, charge and spin)**: 271.0 kJ/mol
**HOMO energy**: -8.9 eV
**Structure (SMILES)**: C[C@@]1(O)C[C@H]1O
**Molecular weight**: 88.11 g mol⁻¹
**Kohn-Sham gap**: 9.68 eV



Formula: C4H8O2
Source: OMol25
Level of theory: ωB97M-V/def2-TZVPD

```
14
C4H8O2 (ωB97M-V/def2-TZVPD)
C -1.36 0.30 -0.13
C -0.79 -1.12 -0.16
O 0.33 -1.18 0.70
C 1.33 -0.30 0.20
C 0.80 1.13 0.13
O -0.39 1.20 -0.63
H -2.23 0.36 -0.78
H -1.67 0.61 0.89
H -1.51 -1.90 0.10
H -0.49 -1.37 -1.19
H 2.20 -0.36 0.87
H 1.64 -0.65 -0.79
H 0.60 1.49 1.15
H 1.53 1.79 -0.36
```

Values from the calculation:
**Energy relative to the best compared isomer or geometry (same formula, charge and spin)**: 148.0 kJ/mol
**HOMO energy**: -9.4 eV
**Structure (SMILES)**: C1COCCO1
**Molecular weight**: 88.11 g mol⁻¹
**Kohn-Sham gap**: 10.49 eV



Formula: C4H8O2
Source: OMol25
Level of theory: ωB97M-V/def2-TZVPD

```
14
C4H8O2 (ωB97M-V/def2-TZVPD)
O -0.44 0.22 -1.98
C 0.35 0.82 -0.97
C 0.60 -1.98 -0.18
C -0.33 0.89 0.42
C -0.49 -0.40 1.23
O -0.50 -1.54 0.34
H -0.26 -0.73 -2.01
H 1.35 0.37 -0.93
H 0.49 1.86 -1.28
H 1.43 -1.43 0.36
H 0.23 1.60 1.03
H -1.32 1.31 0.24
H -1.43 -0.43 1.78
H 0.33 -0.56 1.95
```

Values from the calculation:
**Energy relative to the best compared isomer or geometry (same formula, charge and spin)**: 416.5 kJ/mol
**HOMO energy**: -8.9 eV
**Molecular weight**: 88.11 g mol⁻¹
**Kohn-Sham gap**: 9.35 eV



Formula: C4H8O2
Source: OMol25
Level of theory: ωB97M-V/def2-TZVPD

```
14
C4H8O2 (ωB97M-V/def2-TZVPD)
C 2.10 0.53 -0.79
O 0.72 0.22 -0.82
C 0.08 0.57 0.38
C -1.43 0.55 0.17
C -1.90 -1.16 0.36
O -2.03 -0.13 1.28
H 2.25 1.62 -0.74
H 2.61 0.06 0.06
H 2.53 0.15 -1.72
H 0.30 1.62 0.65
H 0.43 -0.06 1.22
H -1.70 -0.50 -0.67
H -1.08 -1.86 0.50
H -2.88 -1.59 0.11
```

Values from the calculation:
**Energy relative to the best compared isomer or geometry (same formula, charge and spin)**: 568.5 kJ/mol
**HOMO energy**: -8.4 eV
**Molecular weight**: 88.11 g mol⁻¹
**Kohn-Sham gap**: 9.40 eV



Formula: C4H8O2
Source: OMol25
Level of theory: ωB97M-V/def2-TZVPD

```
14
C4H8O2 (ωB97M-V/def2-TZVPD)
C -1.74 0.81 0.15
O -1.64 -0.62 0.20
C -0.48 -1.19 0.08
C 0.94 -0.65 0.28
O 1.76 -1.59 0.55
C 1.40 0.45 -0.69
H -1.46 1.17 -0.84
H -2.79 1.04 0.36
H -1.09 1.24 0.91
H 0.50 -0.12 1.24
H -0.56 -2.27 0.20
H 2.37 0.80 -0.32
H 0.73 1.31 -0.79
H 1.57 0.01 -1.68
```

Values from the calculation:
**Energy relative to the best compared isomer or geometry (same formula, charge and spin)**: 434.9 kJ/mol
**HOMO energy (alpha / beta)**: -8.0 / -8.0 eV
**Molecular weight**: 88.11 g mol⁻¹
**Kohn-Sham gap (alpha / beta)**: 7.57 / 7.56 eV



Ordered max |F| results: 0.541, 1.579, 3.774, 5.519, 4.238, 2.751, 2.415, 1.827, 0.581, 5.063, 0.398, 0.834, 0.624, 1.520, 0.589, 0.466, 0.322, 0.668; unit eV Å⁻¹.